# 1
Computed, not measured: 11 unconnected molecules or ions with the total composition C69H134N8O14 at a distorted geometry, with ωB97M-V with the def2-TZVPD basis set.

The gap between HOMO and LUMO is 8.997 eV. The LUMO energy comes out at 0.311 eV. As for the structure (SMILES): CC1(C)CCCC(C)(C)N1O.CC1(C)CCCC(C)(C)N1O.CC1(C)CCCC(C)(C)N1O.CC1(C)CCCC(C)(C)N1O.CC1(C)CCCC(C)(C)N1O.C[C@H]1COC(=O)O1.C[C@H]1COC(=O)O1.C[C@H]1COC(=O)O1.CCCC#N.CCCC#N.CCCC#N. As for the HOMO energy: -8.7 eV. Its charge is 0. Its energy is -4200.6636 hartree.

Last column: Löwdin charge in e.
CARTESIAN COORDINATES (ANGSTROEM)
C 3.532 1.300 5.401  -0.031
H 3.523 -3.005 4.722  0.068
H 2.221 -6.285 -5.021  0.073
C 3.884 3.778 -0.280  -0.011
H 4.021 3.999 1.827  0.154
H -1.618 -5.033 2.724  0.101
C 2.856 1.584 -6.134  -0.106
H 2.473 2.091 -5.261  0.066
C 4.970 -3.684 0.281  -0.027
H -0.596 1.570 2.822  0.070
H -2.880 3.866 0.946  0.113
N 1.272 1.367 4.742  -0.095
C 1.859 0.240 6.851  -0.116
C -5.222 4.861 -2.702  -0.088
C 0.384 6.956 -4.253  -0.160
H 2.233 8.028 -4.405  0.110
H 2.251 3.696 6.358  0.085
N 3.232 0.409 -2.505  0.176
H 1.053 3.283 4.261  0.087
H -1.688 5.551 -4.886  0.089
C -3.123 -6.028 1.410  -0.182
H -3.608 4.964 -1.262  0.086
H 3.274 -0.881 -5.350  0.096
H -2.384 6.969 -3.871  0.101
C 3.564 0.130 -3.531  -0.181
H -0.236 -3.780 -0.925  0.125
C 2.519 -4.151 3.112  -0.508
H -7.334 -4.074 1.627  0.080
C 3.083 -2.211 1.013  -0.147
C -2.671 -5.286 2.653  -0.125
H -3.830 -2.368 -3.200  0.077
H 2.078 0.908 -6.483  0.074
H -3.139 -1.930 1.896  0.075
C 6.514 2.516 1.629  -0.539
H 2.359 6.545 -3.518  0.107
C 1.278 -3.977 -5.997  -0.013
H 1.379 -5.587 2.092  0.078
C -0.276 -5.054 -2.664  -0.463
C 1.429 -3.346 -2.182  -0.203
H 4.658 0.440 -6.760  0.111
H -1.315 1.021 -1.932  0.097
C -6.762 -4.987 1.785  -0.038
H 0.818 9.049 -2.782  0.129
H -7.122 -5.658 1.015  0.082
H -5.042 4.022 -0.753  0.101
C 0.657 7.380 -1.415  -0.502
H -2.010 6.163 1.495  0.068
H 0.417 -3.310 -6.112  0.073
C -0.971 -0.201 -5.070  -0.578
H 2.511 0.269 7.735  0.127
H 4.956 -1.919 3.296  0.055
H -1.229 4.850 2.438  0.062
H -2.760 -5.585 0.478  0.087
H 4.163 1.160 6.273  0.091
C 1.562 -3.013 2.739  -0.143
H 1.001 8.752 0.171  0.081
N -4.763 -4.074 2.633  -0.107
C 4.516 3.387 1.059  -0.287
H 5.403 -2.917 -0.349  0.083
H 5.764 -4.338 0.654  0.078
H 2.809 -1.304 2.991  0.100
N -0.566 6.891 -2.086  -0.076
O 5.633 1.552 1.902  0.079
H -1.591 -2.820 2.083  0.067
H 0.111 -7.190 -2.474  0.080
H 1.467 -1.057 1.896  0.089
H -2.062 -6.355 -3.019  0.086
C -3.652 -2.333 -4.266  -0.007
C 0.601 1.579 -1.172  -0.180
H -0.213 7.812 -4.607  0.130
C -4.586 -6.220 1.497  -0.133
O -1.696 -0.902 -4.221  0.082
N -5.199 1.043 -2.780  0.147
O -5.077 3.462 2.837  0.070
C -2.184 -1.647 -6.298  -0.060
H 2.174 -3.431 -6.253  0.080
C -4.564 1.912 -2.477  -0.231
H 0.107 -0.849 5.215  0.110
H 0.314 -6.700 -4.549  0.080
H -0.091 -0.098 -2.276  0.086
H -2.064 -3.358 4.421  0.078
C -3.660 3.409 2.923  -0.071
H -0.073 4.175 -4.218  0.085
H -0.859 2.602 6.464  0.068
H 3.584 1.806 2.230  0.119
H 4.046 1.373 0.609  0.120
H 3.323 -4.944 -4.938  0.084
H -3.344 3.832 3.881  0.116
H 3.581 -1.396 0.491  0.121
H -3.709 -3.959 4.956  0.093
H -5.843 -4.850 -0.473  0.080
O -1.128 -0.698 -6.289  0.065
O -0.201 0.706 -4.812  0.117
H -2.170 -5.331 -1.580  0.063
C -5.194 -4.144 0.054  -0.011
H -0.924 3.243 4.835  0.074
C 1.544 6.294 -0.771  -0.036
C -2.235 -2.049 -4.784  -0.311
C -3.140 -3.367 4.235  -0.030
C -5.477 4.466 2.046  -0.594
C 1.707 7.408 -3.685  -0.176
H 1.056 -2.837 3.688  0.103
H 3.464 -4.841 4.986  0.075
H 1.679 -2.454 -1.616  0.097
H -0.585 8.974 -0.644  0.089
C -0.370 -0.125 5.865  -0.103
H -3.300 2.373 2.876  0.123
N -0.014 -4.778 -4.110  -0.083
H -0.020 -6.348 -0.917  0.081
H 2.440 -2.785 0.356  0.102
C -0.181 1.128 4.931  -0.494
C 0.402 -6.285 -1.922  -0.001
O -4.456 5.107 1.556  0.099
H -4.235 -1.525 -4.711  0.079
C 2.995 -3.944 4.604  -0.015
H -1.785 -2.428 -6.928  0.125
H 2.149 -4.030 -1.721  0.111
H 4.267 3.217 -1.134  0.089
H 2.327 8.516 -1.875  0.122
H -0.363 3.982 -2.513  0.044
O 4.565 -5.093 2.609  -0.040
H 0.538 6.365 -5.155  0.120
C -2.649 -2.892 1.813  -0.008
H 3.872 2.143 4.810  0.079
H -1.329 0.407 0.509  0.072
H -4.242 -3.991 -0.449  0.052
C 4.190 -3.072 1.471  -0.493
C -4.390 4.283 -1.580  -0.252
H 1.044 2.731 7.286  0.064
C 1.329 -4.367 -4.506  -0.495
O -5.270 -2.772 2.495  -0.032
H -0.783 5.335 -0.960  0.023
C 1.433 8.219 -2.419  -0.127
O -1.323 6.098 -1.182  -0.048
H 5.720 -1.530 1.769  0.085
H -2.457 5.342 -3.303  0.032
H -2.699 -3.323 0.815  0.054
C 4.038 -0.225 -4.942  -0.174
H 0.971 5.742 -0.031  0.054
C -2.154 5.417 2.275  -0.015
C 2.120 1.470 5.911  -0.538
H -1.769 0.569 3.521  0.081
H 0.859 -5.349 3.730  0.083
C 0.135 4.617 -3.240  0.007
H 4.269 -4.371 -0.220  0.084
C 2.492 -5.426 -4.426  -0.008
H 2.314 6.799 -0.188  0.094
H 1.118 -2.291 -4.012  0.116
H 4.059 4.837 -0.486  0.078
C -5.267 -4.810 1.477  -0.502
H -1.629 -1.027 -0.522  0.067
H -0.322 7.578 0.466  0.061
C 0.128 8.264 -0.244  -0.012
H -2.926 3.151 -2.753  0.096
C 4.367 1.932 1.489  -0.120
H -2.019 1.991 5.337  0.087
H -2.479 5.833 3.239  0.091
H 2.803 3.758 -0.204  0.058
C 2.003 2.721 6.771  -0.025
C 0.106 2.637 -0.307  -0.194
H 4.845 -0.949 -4.837  0.116
H -2.889 -5.839 3.558  0.119
H -5.707 -3.185 0.039  0.081
H 0.249 -0.779 7.859  0.111
H -4.092 -3.214 -4.745  0.092
H -3.026 -1.187 -6.784  0.132
H 1.488 -6.247 -1.830  0.062
N 3.576 -4.270 2.105  -0.099
H 5.037 -4.731 3.371  0.091
O 5.920 3.612 1.189  0.117
H -6.035 4.161 -2.914  0.080
H 2.253 -0.558 6.228  0.104
H 1.052 1.999 -2.069  0.098
H -4.842 -6.612 2.476  0.124
H 6.055 -3.117 2.539  0.072
H 1.133 -4.869 -6.591  0.083
H 3.479 0.425 4.745  0.078
H 4.926 1.676 -5.630  0.115
C 2.240 -1.780 2.191  -0.160
C -1.795 -5.377 -2.611  -0.018
H 1.194 4.611 -3.013  0.057
C -0.981 2.330 5.425  -0.025
H 0.800 -3.439 2.080  0.105
H -5.953 -2.674 3.157  0.109
C -0.901 -0.281 -0.231  -0.077
C 5.306 -2.346 2.370  0.010
H -0.046 0.864 7.740  0.107
H 2.722 -2.913 -3.799  0.117
C -0.449 6.127 -3.301  -0.494
H -6.851 -5.167 2.840  0.086
H -5.565 5.818 -2.356  0.077
H 1.437 1.071 -0.683  0.094
C 1.748 -5.469 3.103  -0.028
C -1.870 6.005 -3.914  -0.018
C -0.704 0.785 3.567  -0.051
N -0.226 3.557 0.304  0.204
O -0.258 -5.972 -4.806  -0.040
C 4.183 0.924 -5.908  -0.266
O 1.459 2.474 3.931  -0.032
H 2.817 -5.690 -3.420  0.071
C 0.378 0.040 7.156  -0.177
H -3.101 2.557 -1.094  0.089
H 2.719 2.623 7.591  0.089
O -6.651 4.736 1.871  0.132
H -0.657 -3.003 -2.467  0.121
H 2.934 2.402 -6.852  0.078
C -3.245 4.429 1.802  -0.300
C -3.632 2.965 -1.950  -0.157
H -1.423 -0.161 6.051  0.117
H -0.162 -0.068 3.151  0.073
C -0.478 0.502 -1.451  -0.244
H -1.571 -2.911 -4.715  0.117
H -4.637 5.007 -3.611  0.067
H -2.308 -4.614 -3.200  0.067
C 0.022 -3.723 -1.987  -0.144
H -3.424 -2.308 4.226  0.079
C 1.668 -3.143 -3.627  -0.134
C -3.340 -3.898 2.826  -0.517
H 2.460 -6.215 3.437  0.083
H -2.705 -7.042 1.520  0.121
H 2.076 -3.851 5.200  0.082
H -5.169 -6.759 0.768  0.116
O 7.739 2.322 1.726  0.102
H -0.007 -0.799 0.151  0.071
H 1.964 5.533 -1.411  0.045

Cartesian forces (eV/Å) of the 6 atoms listed first:
-0.11 -0.10 -0.09
0.54 -0.10 0.22
0.12 -0.46 0.03
0.96 0.58 0.17
0.28 0.13 -0.16
0.44 -0.47 -0.41

---

# 2
Computed, not measured: a molecular structure, C29H48NOP3PmS at a distorted geometry, with ωB97M-V with the def2-TZVPD basis set.

The gap between HOMO and LUMO (spin up / spin down) is 5.128 / 5.290 eV. The LUMO energy (spin up / spin down) comes out at -9.467 / -9.319 eV. As for the HOMO energy (spin up / spin down): -14.6 / -14.6 eV. Its charge is +3. Its energy is -3293.4316 hartree. The spin multiplicity is 5.

Last column: Mulliken spin population.
CARTESIAN COORDINATES (ANGSTROEM)
H 1.760 -2.165 4.022  0.000
C 0.225 1.469 -3.194  -0.002
C 3.477 -0.811 1.681  -0.001
C -2.930 3.450 2.186  0.000
H 1.683 -0.412 3.728  0.000
H -3.631 -1.664 0.589  0.000
C 1.537 1.424 -5.606  -0.003
C -0.905 -4.220 1.221  0.000
C 0.294 0.769 -5.489  0.001
H -3.297 2.472 1.878  0.000
H -0.009 4.925 3.156  0.000
H 4.303 -0.928 -2.179  0.000
C 4.066 -1.985 -2.010  0.000
H -0.107 0.211 -6.348  0.000
C -1.514 3.301 -6.219  0.000
H 1.952 -3.831 2.710  0.000
C -3.783 4.557 2.288  0.000
H -2.369 3.433 -5.560  0.000
C -1.581 3.613 2.470  0.000
C 1.916 2.381 -4.639  0.001
H -4.837 4.426 2.051  0.000
H 3.927 -0.740 0.683  0.000
H -0.556 -3.962 2.232  0.000
H -2.909 -1.238 4.809  0.000
H -0.083 -4.727 0.700  0.000
H 2.030 -2.613 -4.138  0.000
H -2.830 -4.018 -1.196  0.000
H 1.935 -1.113 -1.039  0.003
C -0.478 0.833 6.063  0.000
C 1.506 -1.948 -3.444  0.005
C -0.436 0.887 -4.310  -0.001
H 3.375 0.199 2.098  0.000
C -1.927 5.934 3.030  0.000
H -3.685 -3.422 0.947  0.000
P 2.306 -2.248 -1.882  -0.003
P -1.430 -2.699 0.317  0.004
H 2.163 1.272 -6.507  0.000
H 2.152 -3.968 0.957  0.000
H -3.015 -2.264 2.146  0.000
C -1.882 -3.469 -1.303  -0.001
H 1.094 -4.275 -1.153  -0.001
H 0.584 2.333 4.901  0.000
H -1.424 0.443 -4.166  0.000
H 2.272 -4.460 -2.524  0.000
H 2.769 3.039 -4.830  0.000
H 3.493 -3.384 1.952  0.000
C -2.128 -0.469 4.832  0.000
H -2.010 -2.682 -2.061  0.000
H -1.539 6.891 3.380  0.000
H 4.147 -1.399 2.322  0.000
C -0.580 4.249 -6.358  0.000
H 0.199 4.167 -7.129  0.000
H 0.255 -1.386 3.512  0.000
C -3.279 5.795 2.700  0.000
C -1.068 4.841 2.916  0.000
H 0.037 1.068 6.997  0.000
H -1.093 -4.154 -1.645  0.000
H 4.372 -2.603 -2.864  0.000
H 0.439 -2.199 -3.389  -0.002
C 2.406 -3.369 1.829  -0.001
C -1.815 0.235 3.658  0.001
C -0.855 1.242 3.707  -0.002
H -1.725 -0.713 6.949  0.000
C -3.101 -2.496 1.074  0.000
C 1.201 2.470 -3.451  -0.004
P 1.833 -1.641 1.636  0.001
H -2.302 0.021 2.706  0.001
H -1.748 -4.924 1.313  -0.001
N -1.034 1.438 0.987  -0.018
H 2.904 -4.330 -0.837  0.000
C -0.174 1.545 4.900  0.000
C 2.103 -4.008 -1.526  0.001
C -1.466 -0.166 6.032  0.000
H -1.454 2.391 -6.816  0.000
C 1.339 -1.385 3.380  -0.001
Pm -0.154 -0.212 -0.203  4.040
S -0.417 2.236 2.281  -0.002
H -0.569 5.139 -5.729  0.000
H 4.554 -2.312 -1.080  0.000
O 0.113 0.944 -1.984  -0.019
H 1.477 3.171 -2.663  0.000
H -3.949 6.652 2.765  0.000
H 1.597 -0.904 -3.753  -0.001
H -1.716 2.047 0.531  0.002

Cartesian forces (eV/Å) of the 6 atoms listed first:
0.06 0.23 -0.14
0.82 0.78 -2.51
0.06 0.20 -0.19
-0.10 0.11 -0.10
0.04 0.02 0.03
0.01 -0.27 0.15

---

# 3
Computed, not measured: a molecular structure, C5H8AgO3 at a distorted geometry, with ωB97M-V with the def2-TZVPD basis set.

The gap between HOMO and LUMO (spin up / spin down) is 9.638 / 7.383 eV. The LUMO energy (spin up / spin down) comes out at -9.553 / -11.891 eV. As for the HOMO energy (spin up / spin down): -19.2 / -19.3 eV. Its charge is +2. Its energy is -567.1262 hartree. The spin multiplicity is 2.

Last column: Mulliken spin population.
CARTESIAN COORDINATES (ANGSTROEM)
H 3.312 -1.353 -1.376  0.002
C -2.036 0.603 0.267  0.001
O -0.919 0.832 -0.349  0.003
C 2.875 -1.485 -0.371  -0.012
H 3.736 -1.607 0.305  0.008
H -0.558 0.527 1.510  0.008
H -3.986 0.648 -0.453  0.000
C -3.125 -0.037 -0.476  0.000
O 0.955 -0.344 0.183  0.031
O 0.852 1.937 0.621  0.123
C 2.217 -0.224 -0.020  0.427
C 0.229 0.855 0.608  0.059
H 2.221 -2.364 -0.336  0.023
H -3.436 -0.934 0.082  0.000
H -2.299 1.324 1.057  0.001
Ag 2.803 1.901 0.253  0.326
H -2.842 -0.280 -1.505  0.000

Cartesian forces (eV/Å) of the 6 atoms listed first:
0.02 -0.09 0.13
-1.09 2.29 -3.57
-0.92 -1.72 -0.41
0.98 0.56 -0.04
-0.03 -0.08 -0.16
3.64 0.59 -0.53

---

# 4
Computed, not measured: 2 unconnected molecules or ions with the total composition C5H8O, with ωB97M-V with the def2-TZVPD basis set.

The gap between HOMO and LUMO is 9.625 eV. The LUMO energy comes out at 1.121 eV. As for the structure (SMILES): C1=COC=CC1.[H][H]. As for the HOMO energy: -8.5 eV. Its charge is 0. Its energy is -270.4199 hartree.

Last column: natural (NBO) charge in e.
CARTESIAN COORDINATES (ANGSTROEM)
H -1.297 1.690 -0.361  0.226
H -1.407 -0.177 -2.070  0.226
H 0.080 -0.109 2.252  -0.006
C -0.538 -1.099 -0.273  -0.260
H 0.372 -0.250 -2.023  0.208
C 0.627 -1.130 0.406  0.084
O 1.452 -0.034 0.300  -0.469
C 0.733 1.128 0.142  0.085
C -0.540 -0.140 -1.411  -0.471
H -1.448 -1.608 0.017  0.226
C -0.440 1.049 -0.520  -0.260
H 1.045 -1.950 0.973  0.209
H 1.232 2.013 0.510  0.209
H 0.110 0.634 2.162  -0.006

Cartesian forces (eV/Å) of the 6 atoms listed first:
0.41 0.56 -0.28
-0.04 0.04 0.33
-0.11 0.21 0.39
0.28 -0.85 -0.15
-0.40 0.03 0.18
-0.13 -0.28 -0.47

---

# 5
Computed, not measured: a molecular structure, C6H9N, with ωB97M-V with the def2-TZVPD basis set.

The gap between HOMO and LUMO is 7.729 eV. The LUMO energy comes out at 1.128 eV. As for the HOMO energy: -6.6 eV. Its charge is 0. Its energy is -288.6404 hartree.

Last column: natural (NBO) charge in e.
CARTESIAN COORDINATES (ANGSTROEM)
H -1.019 0.558 1.764  0.208
C -0.741 1.204 -0.356  -0.418
N 1.083 -0.514 -0.167  -0.211
H -1.710 -1.658 -0.194  0.208
C -1.445 0.403 0.768  -0.410
H -0.027 1.982 -0.070  0.219
C 0.394 -1.389 0.593  -0.166
C -0.132 -0.095 -0.902  -0.025
C -0.948 -0.936 0.113  -0.238
H -2.528 0.545 0.819  0.207
C 2.292 -0.003 -0.252  -0.374
H 3.041 -0.312 0.464  0.193
H 0.764 -1.814 1.521  0.189
H 2.502 0.691 -1.053  0.191
H -1.456 1.620 -1.073  0.216
H -0.069 -0.282 -1.975  0.212

Cartesian forces (eV/Å) of the 6 atoms listed first:
-0.13 -0.03 -0.14
0.02 0.13 -0.02
0.08 -0.01 0.04
0.15 0.12 0.07
-0.09 0.06 0.17
-0.10 -0.13 -0.02

---

# 6
Computed, not measured: 3 unconnected molecules or ions with the total composition C2H4N7O4 at a distorted geometry, with ωB97M-V with the def2-TZVPD basis set.

The gap between HOMO and LUMO is 8.600 eV. The LUMO energy comes out at 3.572 eV. As for the HOMO energy: -5.0 eV. Its charge is -1. Its energy is -762.8293 hartree.

Last column: natural (NBO) charge in e.
CARTESIAN COORDINATES (ANGSTROEM)
O -3.117 -2.349 2.047  -0.354
N -1.527 -0.564 4.307  0.266
H -0.092 -0.495 3.071  0.433
H -0.157 -1.528 -1.527  0.385
C -0.250 0.883 -2.232  0.479
N 0.199 0.279 -1.112  -0.436
O -0.795 0.347 -3.199  -0.679
N -0.387 -0.550 4.018  -0.540
N -2.545 -0.606 4.775  -0.209
N -1.868 -3.302 3.653  -0.097
C 0.042 -1.354 0.656  0.871
H 0.038 1.945 -2.040  0.093
H 0.503 0.935 -0.313  0.425
O -0.193 -2.469 0.979  -0.718
N 0.239 -1.083 -0.740  -0.528
O 0.362 -0.358 1.367  -0.839
N -2.441 -2.898 2.809  0.449

Cartesian forces (eV/Å) of the 6 atoms listed first:
-1.31 0.80 -2.09
-1.11 0.08 0.53
0.36 0.07 -2.40
-0.81 -1.52 -0.18
0.27 -1.13 1.06
0.99 2.05 2.02